No. 1
12
Properties=species:S:1:pos:R:3 method="wB97M-V/def2-TZVPD" e_above_lowest_kj_mol=359.8 homo_lumo_gap_ev="5.8978 / 5.9209" charge=0 largest_force_ev_per_a=2.628 e_tot_ha=-720.60946
C -0.154 -2.391 0.285
C -2.220 0.435 -0.053
C 1.510 1.729 -0.309
N 0.171 -1.488 -0.466
O -2.538 -0.468 0.574
O -1.939 1.350 -0.680
S 0.943 0.869 1.158
H -0.292 -2.309 1.364
H -0.352 -3.401 -0.093
H 2.311 2.408 -0.025
H 0.681 2.280 -0.745
H 1.879 0.986 -1.010



No. 2
14
Properties=species:S:1:pos:R:3 method="wB97M-V/def2-TZVPD" e_above_lowest_kj_mol=106.9 homo_lumo_gap_ev=10.3179 charge=0 largest_force_ev_per_a=0.541 e_tot_ha=-270.51717
C -1.524 -0.941 -0.564
C -0.588 0.022 -1.242
C 0.302 0.803 -0.632
C 0.542 0.855 0.855
C 1.658 -0.117 1.181
O 2.824 0.187 1.251
H -0.991 -1.668 0.059
H -2.236 -0.422 0.091
H -2.104 -1.508 -1.297
H -0.661 0.093 -2.325
H 0.955 1.431 -1.229
H -0.372 0.580 1.393
H 0.854 1.859 1.154
H 1.340 -1.173 1.306



No. 3
12
Properties=species:S:1:pos:R:3 method="wB97M-V/def2-TZVPD" e_above_lowest_kj_mol=163.8 homo_lumo_gap_ev=9.7530 charge=0 largest_force_ev_per_a=1.521 e_tot_ha=-360.60703
C -1.521 -0.344 -0.671
C -0.076 -0.031 -0.377
C 0.296 1.403 -0.047
O 1.409 1.737 0.269
C 1.805 -0.311 2.072
O 2.894 -0.591 1.909
N 0.872 -0.874 -0.338
H -1.663 -0.504 -1.745
H -1.816 -1.261 -0.153
H -2.194 0.460 -0.360
H -0.533 2.141 -0.069
H 0.527 -1.824 -0.491



No. 4
25
Properties=species:S:1:pos:R:3 method="wB97M-V/def2-TZVPD" e_above_lowest_kj_mol=1162.5 homo_lumo_gap_ev=4.8958 charge=0 largest_force_ev_per_a=4.747 e_tot_ha=-368.35808
C -1.022 0.071 -2.209
C 0.241 0.088 -1.596
C 0.801 1.389 -1.033
C -2.020 1.006 -2.136
N 0.131 -1.171 1.273
C 0.748 -1.379 2.606
C -0.868 -0.154 1.346
H -1.278 -0.783 -2.836
H -2.352 -0.239 -0.023
H 1.952 -0.577 -1.747
H 0.456 -0.842 -1.032
H 1.140 1.191 -0.006
H 0.003 2.129 -1.057
H 1.657 1.804 -1.575
H -2.931 0.824 -2.692
H -1.906 1.922 -1.553
H 1.340 -0.507 2.903
H -0.042 -1.638 3.377
H 1.404 -2.226 2.564
H -1.535 -0.360 2.201
H -0.532 0.894 1.355
H -1.531 -0.146 0.356
H 2.743 -0.432 -0.009
H 0.924 -0.792 0.669
O 2.476 -0.074 0.856



No. 5
22
Properties=species:S:1:pos:R:3 method="wB97M-V/def2-TZVPD" e_above_lowest_kj_mol=332.7 smiles="CCO[C@@H]1CC12C=CC=C2" homo_lumo_gap_ev=9.2922 charge=0 largest_force_ev_per_a=4.919 e_tot_ha=-425.24406
C -0.623 -2.030 0.003
C -1.569 -1.458 -1.050
O -1.401 -0.072 -1.425
C -1.109 0.653 -0.332
C -0.773 2.066 -0.413
C 0.368 1.272 0.150
C 1.340 0.591 -0.606
C 2.284 0.023 0.148
C 1.898 0.365 1.466
C 0.751 1.041 1.578
H 0.439 -1.483 -0.017
H -1.042 -1.805 1.001
H -0.408 -3.059 -0.088
H -2.523 -1.764 -0.660
H -1.316 -1.894 -2.053
H -1.720 0.483 0.537
H -0.586 2.555 -1.407
H -1.278 2.751 0.319
H 1.303 0.588 -1.685
H 3.153 -0.588 -0.159
H 2.635 0.222 2.308
H 0.176 1.541 2.386



No. 6
133
Properties=species:S:1:pos:R:3 method="wB97M-V/def2-TZVPD" homo_lumo_gap_ev=8.4696 charge=0 largest_force_ev_per_a=0.810 e_tot_ha=-3769.29010
C -0.154 1.839 8.919
C -1.587 1.996 9.372
F -2.012 0.836 10.000
C -2.569 2.296 8.232
C -2.041 3.197 7.152
C -1.888 2.697 5.893
C -1.370 3.498 4.856
N -1.146 3.137 3.582
S -0.568 4.410 2.839
N -0.542 5.487 4.036
C -1.017 4.838 5.103
C -1.198 5.358 6.408
C -1.706 4.574 7.402
C -1.941 5.223 8.756
C -2.865 6.426 8.582
N -4.119 6.342 8.502
H 0.383 1.171 9.583
H -0.097 1.413 7.924
H 0.312 2.817 8.922
H -1.648 2.774 10.124
H -3.507 2.655 8.650
H -2.758 1.330 7.773
H -2.147 1.673 5.670
H -0.942 6.388 6.592
H -0.999 5.563 9.174
H -2.440 4.550 9.435
H -2.375 7.391 8.506
H -4.397 5.363 8.597
C 1.799 5.213 -0.124
C 2.404 4.127 0.738
O 2.957 3.067 -0.059
C 4.128 3.341 -0.635
O 4.754 4.362 -0.522
O 4.492 2.280 -1.355
C 5.700 2.462 -2.103
H 1.057 4.782 -0.800
H 1.313 5.967 0.496
H 2.555 5.705 -0.733
H 1.622 3.666 1.337
H 3.160 4.518 1.419
H 6.517 2.771 -1.457
H 5.546 3.197 -2.891
H 5.941 1.502 -2.549
C 10.873 0.203 -0.452
C 11.217 1.304 -1.432
O 11.428 0.801 -2.760
C 10.327 0.475 -3.433
O 9.194 0.594 -3.045
O 10.695 0.002 -4.623
C 9.611 -0.445 -5.440
H 11.644 -0.569 -0.464
H 10.799 0.610 0.557
H 9.924 -0.267 -0.703
H 12.159 1.771 -1.154
H 10.451 2.081 -1.451
H 8.868 0.339 -5.566
H 9.149 -1.329 -5.002
H 10.038 -0.700 -6.405
C -0.264 6.664 -5.927
C -1.688 6.535 -5.428
O -2.134 5.171 -5.410
C -1.662 4.427 -4.411
O -0.939 4.803 -3.525
O -2.143 3.193 -4.552
C -1.682 2.261 -3.567
H -0.164 6.202 -6.910
H 0.012 7.716 -6.003
H 0.435 6.173 -5.253
H -2.369 7.045 -6.107
H -1.809 6.975 -4.438
H -1.883 2.625 -2.563
H -0.615 2.079 -3.692
H -2.230 1.338 -3.734
C -0.729 -2.372 -1.878
C -1.269 -2.641 -3.267
O -2.688 -2.862 -3.261
C -3.436 -1.769 -3.127
O -3.036 -0.635 -3.073
O -4.715 -2.144 -3.117
C -5.644 -1.070 -2.937
H -0.998 -3.186 -1.203
H 0.357 -2.283 -1.907
H -1.137 -1.451 -1.465
H -0.834 -3.558 -3.660
H -1.023 -1.834 -3.957
H -5.490 -0.293 -3.683
H -5.544 -0.654 -1.935
H -6.638 -1.493 -3.051
C -11.524 -1.738 1.049
C -11.424 -2.825 0.000
O -10.184 -2.768 -0.722
C -9.118 -3.227 -0.069
O -9.112 -3.718 1.028
O -8.058 -3.092 -0.868
C -6.822 -3.509 -0.282
H -11.377 -0.758 0.594
H -12.506 -1.763 1.520
H -10.768 -1.866 1.822
H -12.196 -2.689 -0.754
H -11.550 -3.817 0.434
H -6.882 -4.533 0.080
H -6.548 -2.841 0.533
H -6.070 -3.448 -1.064
C 3.072 -5.230 2.985
C 1.912 -4.823 2.101
O 1.729 -3.401 2.067
C 2.603 -2.728 1.319
O 3.485 -3.207 0.655
O 2.294 -1.436 1.391
C 3.148 -0.567 0.642
H 2.942 -4.824 3.990
H 3.130 -6.316 3.050
H 4.016 -4.857 2.592
H 0.980 -5.218 2.503
H 2.028 -5.203 1.086
H 3.199 -0.876 -0.400
H 4.146 -0.543 1.075
H 2.711 0.426 0.697
C -1.539 -6.396 -4.760
C -1.164 -7.582 -3.897
O -0.628 -8.667 -4.669
C 0.625 -8.506 -5.088
O 1.345 -7.574 -4.840
O 0.967 -9.586 -5.792
C 2.285 -9.536 -6.341
H -2.233 -6.701 -5.545
H -2.015 -5.626 -4.153
H -0.663 -5.965 -5.242
H -2.051 -7.988 -3.415
H -0.457 -7.303 -3.116
H 3.024 -9.349 -5.565
H 2.346 -8.764 -7.107
H 2.468 -10.507 -6.791